Density functional theory data (ωB97M-V/def2-TZVPD) for one molecule with the formula C17H12BrN3O4S in a non-equilibrium geometry.

## Properties
Lowest unoccupied orbital energy ... 0.049 eV
DFT total energy ... -111362.4772 eV
Strongest force on any atom ... 1.80 eV/Å

Structure (XYZ):
```
38
C17H12BrN3O4S | OMol25 | ωB97M-V/def2-TZVPD
O -0.366 -1.525 -2.383
C 0.603 -0.813 -2.500
C 0.814 0.012 -3.771
S 1.405 1.716 -3.460
C 0.271 2.185 -2.241
N 0.222 3.308 -1.595
N -0.782 3.195 -0.711
C -1.302 2.013 -0.848
C -2.376 1.413 -0.098
C -2.730 0.081 -0.323
C -3.750 -0.492 0.410
C -4.410 0.269 1.362
Br -5.814 -0.520 2.370
C -4.068 1.593 1.597
C -3.048 2.166 0.866
O -0.669 1.311 -1.828
N 1.592 -0.653 -1.588
C 1.647 -1.123 -0.269
C 0.669 -1.949 0.279
C 0.770 -2.351 1.600
C 1.837 -1.949 2.381
C 2.820 -1.128 1.832
C 3.956 -0.712 2.686
O 4.095 -1.028 3.841
O 4.845 0.066 2.049
C 2.723 -0.713 0.510
H 1.580 -0.446 -4.397
H -0.125 0.050 -4.324
H -2.206 -0.501 -1.067
H -4.031 -1.520 0.244
H -4.596 2.165 2.344
H -2.756 3.191 1.024
H 2.353 -0.035 -1.845
H -0.160 -2.271 -0.327
H 0.006 -2.988 2.018
H 1.932 -2.255 3.410
H 5.561 0.309 2.656
H 3.486 -0.071 0.096
```